# C23H25N7O2Ti

C23H25N7O2Ti as an isolated structure (the ωB97M-V functional and the def2-TZVPD basis, OMol25).

Geometry as XYZ:
```
58
Properties=species:S:1:pos:R:3:lowdin_spin:R:1
Ti 0.13348 -0.14917 -0.20290 1.670
O -0.57742 1.37806 -3.08204 0.035
C -0.08698 1.72148 -2.00109 0.018
N -0.73477 1.71298 -0.81840 0.016
C -0.41560 2.63322 0.21421 0.007
C -0.85053 3.95269 0.09576 0.000
C -0.72746 4.85330 1.14356 0.002
C -0.17848 4.43877 2.34634 0.001
C 0.28711 3.13816 2.47565 0.002
C 0.19712 2.22987 1.42268 0.006
N 0.85359 0.98093 1.50135 0.017
C 0.37248 -0.08121 2.13319 0.019
O 0.97963 -1.17988 2.16506 0.044
C -1.11981 -0.15968 2.36899 0.016
C -1.86277 -0.03593 3.52566 -0.001
C -3.23655 -0.18828 3.42988 0.014
C -3.81233 -0.45113 2.19543 -0.001
C -2.99124 -0.55872 1.08707 0.014
N -1.66874 -0.42928 1.17452 0.008
C 1.42234 1.84837 -1.93806 0.014
C 2.21932 2.79899 -2.54832 0.000
C 3.59028 2.69905 -2.38599 0.010
C 4.11230 1.65321 -1.63941 0.000
C 3.24236 0.73643 -1.07736 0.014
N 1.92161 0.83015 -1.22583 0.017
H -1.33098 4.24591 -0.83027 0.000
H -1.07966 5.87037 1.02535 0.000
H -0.09130 5.12937 3.17564 0.000
H 0.77469 2.81512 3.38785 0.000
H -1.37604 0.18155 4.46591 0.000
H -3.85830 -0.09420 4.31100 0.001
H -4.88233 -0.55981 2.08699 0.000
H -3.39300 -0.74226 0.09710 0.001
H 1.76741 3.59221 -3.12716 0.000
H 4.24958 3.43105 -2.83511 0.001
H 5.17718 1.54788 -1.48671 0.000
H 3.59951 -0.09072 -0.47628 0.002
C -2.66378 -3.69637 -0.36445 0.000
N -1.38147 -3.27182 -0.90035 0.002
C -0.25366 -3.47620 -0.00238 0.008
C -1.29884 -2.33084 -1.88456 0.005
N -0.34570 -1.43923 -1.85809 0.025
N -2.27780 -2.35529 -2.83373 0.000
C -2.40789 -1.22304 -3.73842 0.001
C -2.79750 -3.61258 -3.34895 0.000
H -2.77061 -3.33926 0.66401 0.000
H -2.74450 -4.78598 -0.35908 0.000
H -3.47749 -3.28657 -0.95670 0.000
H -0.28265 -4.50618 0.35660 0.001
H -0.27751 -2.80871 0.86602 0.003
H 0.67730 -3.31696 -0.54040 0.002
H -0.29056 -0.91614 -2.72995 0.005
H -2.18296 -0.28798 -3.22890 0.000
H -3.43377 -1.19446 -4.10655 0.000
H -1.73671 -1.30733 -4.59992 0.000
H -2.43689 -4.44616 -2.75386 0.000
H -2.46283 -3.75655 -4.38035 0.000
H -3.88937 -3.61695 -3.34134 0.000
```

Calculated values
Relative energy (zero: lowest compared OMol25 entry of this formula, charge and spin) = 71.7 kJ/mol
Frontier orbital gap (alpha / beta) = 6.513 / 7.865 eV
Expectation value of S² = 2.0053
Spin multiplicity = 3
LUMO energy (alpha / beta) = 0.019 / 0.019 hartree
E_HOMO (alpha / beta) = -0.2203 / -0.2704 Ha

=====

# C6H10N2O2

An isolated molecule of C6H10N2O2 at a distorted geometry (the ωB97M-V functional and the def2-TZVPD basis, OMol25).

Geometry as XYZ:
```
20
Properties=species:S:1:pos:R:3:nbo_charge:R:1
C 1.70925 -1.46789 1.03362 -0.613
C 1.44163 -0.05717 0.41125 -0.082
C 1.30315 -0.13505 -1.10672 -0.144
C 0.06727 0.31589 -1.39286 -0.231
C -0.75202 0.53191 -0.22829 0.163
C -1.60912 1.80626 -0.12474 -0.609
N -1.67940 -0.71002 -0.22341 0.526
O -2.54449 -0.67095 -1.08651 -0.400
O -1.55375 -1.55975 0.61208 -0.369
N 0.22780 0.52761 0.85344 -0.617
H 0.87973 -2.09481 0.52116 0.214
H 1.42635 -1.38415 2.01817 0.202
H 2.70200 -1.90579 0.76304 0.220
H 2.22767 0.48314 0.80831 0.191
H 2.11338 -0.17402 -1.82528 0.231
H -0.53991 0.09879 -2.30537 0.240
H -2.20632 1.81326 0.82465 0.229
H -2.28289 1.92531 -1.03752 0.229
H -0.89331 2.57338 -0.25959 0.230
H -0.03701 0.08405 1.74457 0.390
```

Calculated values
Relative energy (zero: lowest compared OMol25 entry of this formula, charge and spin) = 457.6 kJ/mol
Frontier orbital gap = 9.710 eV
SMILES = C[C@H]1C=C[C@@](C)([N+](=O)[O-])N1
LUMO energy = 0.016 hartree
E_HOMO = -0.3409 Ha

=====

# C5H14N2

An isolated molecule of C5H14N2 at a distorted geometry (the ωB97M-V functional and the def2-TZVPD basis, OMol25).

Geometry as XYZ:
```
21
Properties=species:S:1:pos:R:3:nbo_charge:R:1
C -2.12225 0.08109 1.78289 -0.623
C -1.03020 0.75973 0.99816 -0.241
C -1.60485 1.21009 -0.36257 -0.615
C 0.10862 -0.24981 0.78776 -0.205
N 1.17959 0.18387 -0.07418 -0.647
C 1.32290 -0.44112 -1.36814 -0.028
N 2.36566 -1.39031 -1.56725 -0.878
H -1.93210 -0.34275 2.76890 0.216
H -2.45983 -0.72300 1.09084 0.199
H -3.14607 0.50345 1.79202 0.218
H -0.64762 1.57799 1.62278 0.200
H -1.98821 0.43085 -1.02134 0.211
H -2.41988 1.93124 -0.20872 0.210
H -0.79559 1.75391 -0.87283 0.203
H -0.24253 -1.25190 0.45875 0.192
H 0.47358 -0.39429 1.82177 0.180
H 1.29010 1.17302 -0.22873 0.371
H 0.29756 -0.83865 -1.64163 0.123
H 1.43411 0.42687 -2.10755 0.167
H 2.61989 -1.61492 -2.51707 0.373
H 2.51827 -2.14081 -0.92028 0.374
```

Calculated values
Relative energy (zero: lowest compared OMol25 entry of this formula, charge and spin) = 135.8 kJ/mol
Frontier orbital gap = 9.651 eV
SMILES = CC(C)CNCN
LUMO energy = 0.041 hartree
E_HOMO = -0.3137 Ha

=====

# C7H10O

A 2-piece molecular cluster, C7H10O overall at a distorted geometry (the ωB97M-V functional and the def2-TZVPD basis, OMol25).

Geometry as XYZ:
```
18
Properties=species:S:1:pos:R:3:nbo_charge:R:1
C -0.09349 0.59498 -0.68357 0.011
C -1.16355 -0.29539 0.24916 0.017
C -2.42287 -0.32938 -0.45989 -0.442
C -0.61642 -0.75347 1.49886 -0.473
C 1.05800 -0.81642 1.11822 -0.417
C 1.26030 0.15823 -0.14594 0.011
C 2.39111 0.46561 -0.79872 -0.407
H -0.94500 2.25727 -1.84369 0.419
H -0.23391 0.20184 -1.62007 0.175
H -3.44064 -0.64930 0.06013 0.205
H -2.41995 0.14941 -1.44708 0.190
H -0.99999 -1.98187 1.49185 0.232
H -1.06324 -0.13889 2.29681 0.254
H 1.81273 -0.43444 1.85587 0.225
H 1.42368 -1.73064 0.82493 0.215
H 3.33742 0.06582 -0.43654 0.191
H 2.49607 1.32934 -1.48041 0.210
O -0.38027 1.90730 -0.47991 -0.616
```

Calculated values
Relative energy (zero: lowest compared OMol25 entry of this formula, charge and spin) = 685.6 kJ/mol
Frontier orbital gap = 7.858 eV
LUMO energy = -0.031 hartree
E_HOMO = -0.3196 Ha

=====

# C32H24KN3O6PS2

C32H24KN3O6PS2 as an isolated structure at a distorted geometry (the ωB97M-V functional and the def2-TZVPD basis, OMol25).

Geometry as XYZ:
```
69
Properties=species:S:1:pos:R:3:nbo_charge:R:1
K 0.01183 -1.78127 -0.00930 0.898
C -3.35940 0.10470 1.63946 -0.663
C -3.72209 -1.19553 0.99557 0.070
N -2.83174 -2.04801 0.58316 -0.446
C -3.42654 -3.16612 0.03047 0.108
C -4.78523 -3.14338 0.02100 -0.442
S -5.34379 -1.69167 0.72918 0.418
C -2.56850 -4.25623 -0.47207 0.092
C -2.98920 -5.42736 -1.02259 -0.449
S -1.63132 -6.36831 -1.45386 0.433
C -0.58198 -5.14181 -0.87027 0.093
N -1.20656 -4.10956 -0.38351 -0.463
C 0.90752 -5.23335 -0.94900 -0.675
H -2.29620 0.08521 1.87438 0.255
H -3.91885 0.27000 2.56049 0.229
H -3.54286 0.95137 0.97489 0.237
H -5.45837 -3.89622 -0.35380 0.237
H -3.99998 -5.76151 -1.18592 0.234
H 1.23662 -6.22934 -1.24014 0.221
H 1.34219 -4.98231 0.01948 0.260
H 1.27888 -4.50302 -1.67193 0.274
O 1.59458 -0.41193 3.12690 -0.560
N 0.86370 0.49165 2.42564 -0.096
C 0.21166 1.30371 3.16009 -0.049
C -0.64891 2.33712 2.56011 0.018
C -1.35561 3.15165 3.44457 -0.218
C -2.22365 4.13555 2.99636 -0.220
C -2.38529 4.32102 1.63132 -0.226
C -1.67782 3.51985 0.74199 -0.213
C -0.81083 2.51866 1.17564 -0.337
P 0.05777 1.41782 -0.01962 0.842
C 1.75422 2.08248 0.01143 -0.362
C 2.04742 3.43112 0.21014 -0.209
C 3.36294 3.87074 0.19592 -0.231
C 4.39452 2.96492 -0.02280 -0.194
C 4.11044 1.62184 -0.21977 -0.223
C 2.79338 1.18144 -0.19763 -0.110
C -0.59675 2.00416 -1.62609 -0.252
C 0.12269 2.75321 -2.55153 -0.235
C -0.42593 3.06219 -3.79127 -0.196
C -1.70355 2.63642 -4.11828 -0.223
C -2.43145 1.88410 -3.20303 -0.218
C -1.87427 1.56227 -1.97672 -0.230
H 1.93085 -1.06228 2.42270 0.518
H 0.27246 1.23288 4.24582 0.178
H -1.21632 3.00012 4.50917 0.207
H -2.76222 4.74946 3.70735 0.208
H -3.04781 5.08731 1.24857 0.208
H -1.80738 3.68268 -0.31977 0.222
H 1.24339 4.13698 0.38455 0.211
H 3.58088 4.91911 0.36050 0.204
H 5.42290 3.30528 -0.03562 0.206
H 4.90508 0.90597 -0.38834 0.228
H 2.58051 0.13128 -0.34593 0.232
H 1.12348 3.08878 -2.30841 0.228
H 0.15688 3.63403 -4.50289 0.208
H -2.12500 2.87279 -5.08730 0.207
H -3.42344 1.52847 -3.45304 0.207
H -2.43723 0.94347 -1.28283 0.205
O 6.09514 -3.42862 -0.49582 -0.552
C 4.94911 -3.04982 -0.39667 0.353
C 4.04076 -2.62262 -1.52574 0.349
O 4.33885 -2.58037 -2.70625 -0.582
C 2.73826 -2.25976 -0.92646 0.236
C 2.83073 -2.39623 0.50069 0.196
O 1.90310 -2.13135 1.34685 -0.841
C 4.14991 -2.91651 0.87474 0.398
O 4.53491 -3.20436 1.99745 -0.623
O 1.72854 -1.88298 -1.59236 -0.791
```

Calculated values
Relative energy (zero: lowest compared OMol25 entry of this formula, charge and spin) = 47.1 kJ/mol
Frontier orbital gap = 5.299 eV
Charge = -1
LUMO energy = 0.062 hartree
E_HOMO = -0.1330 Ha

=====

# C18H19FNO9S2

A 2-piece molecular cluster, C18H19FNO9S2 overall at a distorted geometry (the ωB97M-V functional and the def2-TZVPD basis, OMol25).

Geometry as XYZ:
```
50
Properties=species:S:1:pos:R:3:nbo_charge:R:1
C -0.75603 0.90395 3.06265 -0.250
O 0.35567 0.00358 3.49276 -0.546
C 0.68701 -1.12410 2.89558 -0.148
C 2.10808 -1.42687 2.62649 0.690
O 2.51898 -2.50948 2.25621 -0.689
O 2.90796 -0.36068 2.87764 -0.536
C 4.28459 -0.60077 2.55889 -0.253
C -0.29356 -2.19835 2.65962 0.681
O -0.14913 -3.18529 1.95402 -0.687
O -1.44595 -1.94176 3.32826 -0.553
C -2.43856 -2.94892 3.13698 -0.258
H -0.75836 1.69609 3.80902 0.175
H -0.51523 1.28162 2.06567 0.168
H -1.69621 0.35392 3.07964 0.176
H 4.85852 0.24043 2.94981 0.169
H 4.63296 -1.54016 3.00406 0.194
H 4.40269 -0.66436 1.46929 0.155
H -3.30319 -2.64942 3.72993 0.164
H -2.70252 -3.01712 2.07103 0.175
H -2.06133 -3.92106 3.47746 0.188
C -4.68630 -1.19309 -1.08929 -0.178
C -4.46363 -0.74105 -2.39414 -0.220
C -3.65617 0.37501 -2.61642 -0.208
C -3.06966 1.00527 -1.51459 -0.262
S -2.02349 2.43833 -1.75315 2.209
N -0.47461 1.54942 -2.04788 -0.452
F -0.18555 0.94257 -0.74143 -0.242
S 0.87504 2.74467 -2.28599 2.208
C 2.21615 1.56291 -2.41642 -0.262
C 2.90511 1.22197 -1.24901 -0.188
C 3.97911 0.33954 -1.33779 -0.201
C 4.32309 -0.21435 -2.57530 -0.180
C 3.60870 0.11449 -3.73304 -0.210
C 2.55086 1.02149 -3.66166 -0.216
O 0.64480 3.35523 -3.56325 -0.891
O 1.09228 3.49455 -1.07358 -0.878
O -2.35723 3.07029 -3.00187 -0.893
O -1.96453 3.13623 -0.49625 -0.879
C -3.28496 0.56410 -0.20618 -0.191
C -4.08614 -0.55755 0.00262 -0.205
H -5.32693 -2.05030 -0.92068 0.216
H -4.90887 -1.26257 -3.24241 0.217
H -3.44545 0.74434 -3.62135 0.239
H 2.57595 1.63100 -0.29291 0.262
H 4.54684 0.09804 -0.43978 0.231
H 5.15990 -0.89790 -2.63692 0.216
H 3.87913 -0.32936 -4.69194 0.215
H 1.96350 1.29365 -4.53992 0.238
H -2.79403 1.08259 0.61741 0.259
H -4.22932 -0.93078 1.01817 0.233
```

Calculated values
Relative energy (zero: lowest compared OMol25 entry of this formula, charge and spin) = 299.0 kJ/mol
Frontier orbital gap = 4.254 eV
Charge = -1
LUMO energy = 0.073 hartree
E_HOMO = -0.0837 Ha

=====

> What is the formula in the sixth record?

C18H19FNO9S2